one.
Computed, not measured: a cluster of 2 separate species, C2H6N2O4 in total, with ωB97M-V/def2-TZVPD.

Highest occupied orbital energy ... -9.688 eV
SMILES ... NC(=O)O.NC(=O)O
Kohn-Sham gap ... 9.899 eV
LUMO energy ... 0.21 eV

Positions of all 14 atoms, in Å:
N1 1.821 -0.455 -0.551
C1 0.538 -0.586 -0.996
O1 -0.094 -1.650 -0.962
O2 0.191 0.405 -1.853
H1 2.543 -0.036 -1.116
H2 2.099 -1.128 0.153
H3 0.849 1.116 -1.800
N2 -1.762 -0.468 0.763
C2 -0.797 0.407 1.262
O3 -0.177 0.218 2.292
O4 -1.007 1.640 0.768
H4 -1.761 -1.410 1.136
H5 -2.254 -0.185 -0.075
H6 -0.188 2.132 0.980

two.
Computed, not measured: an isolated molecule of C2H6N2O4, with ωB97M-V/def2-TZVPD.

Highest occupied orbital energy ... -10.039 eV
SMILES ... CON(OC)[N+](=O)[O-]
Kohn-Sham gap ... 10.469 eV
LUMO energy ... 0.43 eV

Positions of all 14 atoms, in Å:
C1 -0.470 -1.942 -0.254
O1 -0.125 -0.982 0.719
N1 0.326 0.160 0.005
O2 0.174 1.299 0.809
C2 -0.965 1.991 0.361
N2 2.019 -0.184 -0.221
O3 2.279 -1.291 0.155
O4 2.674 0.612 -0.810
H1 -1.431 -2.373 -0.068
H2 0.353 -2.660 -0.415
H3 -0.784 -1.392 -1.178
H4 -1.927 1.399 0.420
H5 -0.830 2.553 -0.599
H6 -1.291 2.811 1.076

Most stable pick: one. Distance to second place: 199.8 kcal/mol.

one.
Computed, not measured: a cluster of 2 separate species, CH3FO2S in total, with ωB97M-V/def2-TZVPD.

Highest occupied orbital energy (alpha / beta) ... -10.873 / -10.184 eV
Kohn-Sham gap (alpha / beta) ... 9.796 / 9.278 eV
LUMO energy (alpha / beta) ... -1.08 / -0.91 eV

Positions of all 8 atoms, in Å:
C1 -0.368 0.108 -0.810
O1 0.406 -1.240 1.377
O2 -0.857 0.857 1.657
F1 0.132 1.170 -1.422
S1 0.104 0.079 0.935
H1 0.675 -1.663 -1.542
H2 -1.388 -0.121 -1.087
H3 1.296 0.811 0.893

two.
Computed, not measured: a cluster of 2 separate species, CH3FO2S in total, with ωB97M-V/def2-TZVPD.

Highest occupied orbital energy (alpha / beta) ... -10.949 / -10.861 eV
Kohn-Sham gap (alpha / beta) ... 9.483 / 9.455 eV
LUMO energy (alpha / beta) ... -1.47 / -1.41 eV

Positions of all 8 atoms, in Å:
C1 -0.009 -1.067 -0.405
O1 1.553 1.042 0.535
O2 2.447 -0.956 -0.680
F1 -0.999 -0.842 0.500
S1 1.488 -0.319 0.153
H1 -0.290 0.028 -2.052
H2 0.037 -1.974 -0.866
H3 1.673 -0.974 1.434

three.
Computed, not measured: a cluster of 2 separate species, CH3FO2S in total, with ωB97M-V/def2-TZVPD.

Highest occupied orbital energy ... -12.087 eV
Kohn-Sham gap ... 10.678 eV
LUMO energy ... -1.41 eV

Positions of all 8 atoms, in Å:
C1 -1.740 -0.157 -0.140
O1 2.864 1.577 -0.284
O2 2.245 -0.363 1.082
F1 -1.086 -1.406 -0.373
S1 3.184 0.203 0.150
H1 -1.553 0.395 -0.983
H2 -1.181 0.330 0.729
H3 -2.733 -0.578 -0.182

Most stable pick: three. Distance to second place: 95.7 kcal/mol.

one.
Computed, not measured: a cluster of 7 separate species, C7H28N14O7 in total, with ωB97M-V/def2-TZVPD.

Spin multiplicity ... 2
Highest occupied orbital energy (alpha / beta) ... -0.115 / -6.624 eV
Kohn-Sham gap (alpha / beta) ... 2.545 / 9.168 eV
Charge ... -1
LUMO energy (alpha / beta) ... 2.43 / 2.54 eV

Positions of all 56 atoms, in Å:
C1 1.679 -0.925 4.141
O1 0.957 -0.418 3.368
N1 2.916 -1.201 4.019
N2 1.209 -1.401 5.238
H1 3.343 -1.727 4.769
H2 3.537 -0.823 3.318
H3 1.487 -1.199 6.187
H4 0.225 -1.441 5.015
C2 -0.444 2.680 1.666
O2 -1.369 1.954 1.874
N3 0.768 2.486 2.030
N4 -0.563 3.734 0.920
H5 0.917 1.634 2.552
H6 1.436 3.154 1.674
H7 0.324 4.120 0.630
H8 -1.398 3.849 0.364
C3 -3.693 1.957 -0.412
O3 -4.470 1.917 -1.369
N5 -3.133 0.865 0.085
N6 -3.349 2.954 0.335
H9 -3.151 0.079 -0.549
H10 -2.470 0.969 0.840
H11 -3.908 3.795 0.316
H12 -2.713 2.777 1.100
C4 2.259 -3.256 -3.653
O4 2.907 -4.005 -4.317
N7 2.238 -3.276 -2.375
N8 1.428 -2.278 -4.106
H13 1.595 -2.902 -1.692
H14 2.901 -3.986 -2.099
H15 1.444 -1.876 -5.033
H16 1.066 -1.734 -3.335
C5 2.159 2.859 -1.434
O5 1.246 3.589 -1.809
N9 3.004 3.087 -0.457
N10 2.541 1.746 -2.040
H17 3.789 2.453 -0.505
H18 3.001 4.047 -0.144
H19 2.108 1.536 -2.927
H20 3.424 1.476 -1.631
C6 0.180 -1.281 -0.040
O6 0.006 -1.870 -1.078
N11 -0.680 -1.177 0.993
N12 1.376 -0.868 0.373
H21 -1.610 -1.527 0.814
H22 -0.323 -0.777 1.849
H23 1.477 -0.396 1.260
H24 1.929 -0.460 -0.368
C7 -3.248 -2.032 -2.055
O7 -2.896 -1.026 -2.628
N13 -2.494 -2.832 -1.387
N14 -4.473 -2.307 -2.132
H25 -1.535 -2.614 -1.158
H26 -3.017 -3.501 -0.839
H27 -4.920 -2.998 -1.546
H28 -5.018 -1.606 -2.613

two.
Computed, not measured: a cluster of 7 separate species, C7H28N14O7 in total, with ωB97M-V/def2-TZVPD.

Spin multiplicity ... 2
Highest occupied orbital energy (alpha / beta) ... -0.045 / -7.243 eV
Kohn-Sham gap (alpha / beta) ... 2.040 / 9.187 eV
Charge ... -1
LUMO energy (alpha / beta) ... 1.99 / 1.94 eV

Positions of all 56 atoms, in Å:
C1 4.356 -2.686 3.744
O1 3.988 -3.533 4.484
N1 3.616 -2.141 2.807
N2 5.581 -2.438 3.596
H1 3.998 -1.329 2.343
H2 2.688 -2.496 2.629
H3 5.825 -1.533 3.219
H4 6.133 -2.806 4.357
C2 2.350 0.861 4.146
O2 2.870 1.956 3.939
N3 2.952 0.117 5.060
N4 1.341 0.288 3.625
H5 2.825 -0.880 4.966
H6 3.776 0.411 5.565
H7 0.746 0.627 2.883
H8 1.079 -0.597 4.036
C3 -2.962 1.756 -5.293
O3 -3.787 1.436 -6.124
N5 -2.116 2.760 -5.410
N6 -2.727 1.081 -4.220
H9 -1.341 2.827 -4.766
H10 -2.199 3.267 -6.280
H11 -3.109 0.147 -4.260
H12 -1.958 1.304 -3.603
C4 -1.105 -3.872 -2.329
O4 -0.724 -3.742 -1.145
N7 -0.265 -4.037 -3.277
N8 -2.291 -3.768 -2.844
H13 0.698 -4.234 -3.046
H14 -0.506 -4.097 -4.257
H15 -2.399 -3.795 -3.847
H16 -2.922 -3.436 -2.129
C5 -0.456 -0.199 0.466
O5 -0.251 0.683 1.243
N9 -0.031 -1.435 0.482
N10 -1.074 -0.052 -0.719
H17 -0.172 -2.185 -0.180
H18 0.772 -1.528 1.088
H19 -1.390 -0.940 -1.081
H20 -1.468 0.832 -1.010
C6 2.576 2.616 -0.070
O6 3.230 3.117 -0.936
N11 2.927 1.692 0.719
N12 1.322 2.841 0.277
H21 2.308 1.372 1.450
H22 3.872 1.349 0.817
H23 0.972 2.046 0.793
H24 0.744 3.618 -0.009
C7 -4.936 2.399 -0.815
O7 -5.409 2.749 -1.906
N13 -5.627 1.939 0.159
N14 -3.754 2.615 -0.307
H25 -6.533 1.545 -0.047
H26 -5.234 1.761 1.073
H27 -3.638 2.434 0.680
H28 -3.160 3.311 -0.735

Most stable pick: one. Distance to second place: 24.3 kcal/mol.

one.
Computed, not measured: a structure of composition C8H12O2, with ωB97M-V/def2-TZVPD.

Highest occupied orbital energy (alpha / beta) ... -7.562 / -7.560 eV
Kohn-Sham gap (alpha / beta) ... 7.801 / 7.801 eV
LUMO energy (alpha / beta) ... 0.24 / 0.24 eV

Positions of all 22 atoms, in Å:
C1 -1.085 -1.273 1.744
O1 -2.574 0.245 0.252
C2 -1.337 -0.794 0.317
C3 -0.165 -0.201 -0.392
C4 0.366 -0.517 -1.583
C5 1.568 0.424 -1.695
C6 2.160 0.291 -0.257
C7 0.774 0.902 0.115
C8 0.932 1.753 -1.181
H1 -0.573 -1.656 2.779
H2 -0.061 -1.661 1.520
H3 -1.750 -1.614 -0.297
H4 0.043 -1.261 -2.311
H5 2.190 0.377 -2.596
H6 2.383 -0.720 0.111
H7 3.002 0.972 -0.067
H8 0.580 1.355 1.095
H9 1.658 2.572 -1.077
H10 0.015 2.101 -1.676
H11 -2.625 0.740 1.076
O2 -2.317 -1.128 2.370
H12 -3.185 -0.905 1.753

two.
Computed, not measured: a cluster of 2 separate species, C8H12O2 in total, with ωB97M-V/def2-TZVPD.

Highest occupied orbital energy ... -8.133 eV
SMILES ... CCc1ccc(O)cc1.O
Kohn-Sham gap ... 8.856 eV
LUMO energy ... 0.72 eV

Positions of all 22 atoms, in Å:
C1 1.907 0.367 -1.432
C2 0.393 0.421 -1.311
C3 -0.142 -0.370 -0.058
C4 -1.000 -1.507 -0.233
C5 -1.521 -2.095 0.926
C6 -1.140 -1.644 2.189
O1 -1.668 -2.233 3.255
C7 -0.284 -0.570 2.328
C8 0.218 0.083 1.225
H1 2.234 -0.680 -1.549
H2 2.395 0.790 -0.538
H3 2.236 0.938 -2.316
H4 0.089 1.479 -1.199
H5 -0.027 0.050 -2.266
H6 -1.248 -1.847 -1.247
H7 -2.151 -2.984 0.787
H8 -2.484 -2.773 3.112
H9 -0.123 -0.180 3.341
H10 0.951 0.885 1.381
O2 0.180 3.671 -2.194
H11 0.201 4.579 -2.573
H12 0.982 3.620 -1.627

Most stable pick: two. Distance to second place: 203.2 kcal/mol.

one.
Computed, not measured: a cluster of 2 separate species, CH6O2 in total, with ωB97M-V/def2-TZVPD.

Highest occupied orbital energy ... -10.079 eV
SMILES ... CO.O
Kohn-Sham gap ... 10.742 eV
LUMO energy ... 0.66 eV

Positions of all 9 atoms, in Å:
C1 -0.120 -0.740 -0.988
O1 0.247 0.438 -1.748
H1 0.793 -1.266 -0.698
H2 -0.698 -0.563 -0.103
H3 -0.641 -1.361 -1.718
H4 0.097 1.168 -1.180
O2 -0.148 0.302 2.319
H5 -0.363 1.086 2.823
H6 0.569 -0.129 2.796

two.
Computed, not measured: a cluster of 2 separate species, CH6O2 in total, with ωB97M-V/def2-TZVPD.

Highest occupied orbital energy ... -10.484 eV
SMILES ... CO.O
Kohn-Sham gap ... 11.182 eV
LUMO energy ... 0.70 eV

Positions of all 9 atoms, in Å:
C1 -0.128 -0.218 1.147
O1 -1.167 -1.028 0.592
H1 0.013 0.675 0.541
H2 -0.446 0.109 2.143
H3 0.772 -0.812 1.318
H4 -1.119 -0.967 -0.376
O2 0.590 0.519 -2.099
H5 1.154 0.287 -1.353
H6 0.331 1.435 -1.912

Most stable pick: two. Distance to second place: 1.2 kcal/mol.

one.
Computed, not measured: a cluster of 3 separate species, CH6O2 in total, with ωB97M-V/def2-TZVPD.

Highest occupied orbital energy ... -10.404 eV
Kohn-Sham gap ... 6.797 eV
LUMO energy ... -3.61 eV

Positions of all 9 atoms, in Å:
C1 0.656 0.468 -0.586
O1 1.824 0.068 -0.421
H1 0.587 -1.872 1.173
H2 0.308 0.853 -1.580
H3 -0.210 -0.194 -0.265
H4 -0.045 -2.262 1.187
H5 -2.153 0.946 0.594
H6 0.533 1.541 -0.183
O2 -1.500 0.451 0.082

two.
Computed, not measured: a structure of composition CH6O2, with ωB97M-V/def2-TZVPD.

Highest occupied orbital energy ... -9.808 eV
Kohn-Sham gap ... 10.185 eV
LUMO energy ... 0.38 eV

Positions of all 9 atoms, in Å:
C1 1.368 0.316 0.032
H1 -0.285 -0.566 0.005
H2 2.413 0.023 -0.567
H3 0.672 1.333 -0.489
H4 1.637 0.571 1.197
H5 -2.056 -0.372 -0.928
H6 -2.412 -0.534 0.630
O1 0.582 -0.909 0.042
O2 -1.920 0.138 0.078

three.
Computed, not measured: a cluster of 3 separate species, CH6O2 in total, with ωB97M-V/def2-TZVPD.

Highest occupied orbital energy ... -10.853 eV
Kohn-Sham gap ... 8.683 eV
LUMO energy ... -2.17 eV

Positions of all 9 atoms, in Å:
C1 0.141 -0.566 0.853
O1 -0.675 0.336 0.627
H1 -2.137 2.971 -0.484
H2 -0.295 -1.536 1.144
H3 0.642 -0.823 -0.332
H4 -1.927 3.604 -0.800
H5 1.863 -1.827 -1.703
H6 0.975 -0.381 1.546
O2 1.414 -1.779 -0.852

four.
Computed, not measured: a cluster of 2 separate species, CH6O2 in total, with ωB97M-V/def2-TZVPD.

Highest occupied orbital energy ... -9.522 eV
SMILES ... CO.O
Kohn-Sham gap ... 9.930 eV
LUMO energy ... 0.41 eV

Positions of all 9 atoms, in Å:
C1 0.180 0.879 1.157
O1 0.973 0.290 0.140
H1 -0.489 0.207 1.720
H2 -0.424 1.690 0.718
H3 0.906 1.322 1.860
H4 0.333 -0.301 -0.309
O2 -0.236 -1.199 -1.501
H5 -1.216 -1.249 -1.430
H6 -0.026 -1.639 -2.356

Most stable pick: four. Distance to second place: 37.4 kcal/mol.

one.
Computed, not measured: an isolated molecule of C3H4FN, with ωB97M-V/def2-TZVPD.

Highest occupied orbital energy ... -12.089 eV
SMILES ... N#CCCF
Kohn-Sham gap ... 12.758 eV
LUMO energy ... 0.67 eV

Positions of all 9 atoms, in Å:
N1 -2.822 0.226 0.013
C1 -1.733 -0.097 -0.062
C2 -0.086 -0.628 -0.098
C3 0.879 0.493 0.159
F1 2.153 0.034 -0.214
H1 -0.212 -1.169 0.817
H2 0.021 -1.038 -1.059
H3 1.085 0.962 1.200
H4 0.715 1.217 -0.757

two.
Computed, not measured: an isolated molecule of C3H4FN, with ωB97M-V/def2-TZVPD.

Highest occupied orbital energy ... -12.176 eV
SMILES ... C[C@@H](F)C#N
Kohn-Sham gap ... 12.866 eV
LUMO energy ... 0.69 eV

Positions of all 9 atoms, in Å:
C1 -0.717 -0.702 0.235
C2 0.349 0.310 0.414
F1 1.307 -0.023 1.292
C3 1.008 0.733 -1.087
N1 1.419 1.140 -2.078
H1 -0.412 -1.478 -0.442
H2 -1.628 -0.082 -0.116
H3 -1.138 -1.120 1.110
H4 -0.189 1.222 0.673

Most stable pick: two. Distance to second place: 14.4 kcal/mol.